A cluster of 13 separate species, C31H97O40P9 in total. Source: OMol25; level of theory: ωB97M-V/def2-TZVPD.

Positions of all 177 atoms, in Å:
C 0.399 -7.361 2.117
O -0.305 -8.546 2.400
H 0.845 -6.950 3.023
H 1.276 -7.594 1.513
H -0.189 -6.567 1.656
H 0.244 -9.203 2.834
C -8.754 -0.317 0.635
O -9.241 -0.882 -0.597
H -7.800 -0.718 0.977
H -8.557 0.752 0.547
H -9.520 -0.405 1.405
H -9.784 -0.192 -0.987
C -6.492 2.982 4.217
O -5.759 3.254 3.018
H -6.660 3.876 4.819
H -7.400 2.504 3.850
H -6.091 2.215 4.879
H -4.833 3.089 3.207
C 5.788 -5.820 3.099
O 5.498 -5.070 4.307
H 6.645 -6.468 3.281
H 4.942 -6.469 2.875
H 6.092 -5.171 2.278
H 6.101 -4.324 4.348
C -0.120 -5.258 7.785
O -1.238 -5.346 8.611
P -2.714 -5.822 8.109
O -3.650 -6.210 9.238
O -3.211 -4.660 7.087
C -4.580 -4.621 6.622
O -2.302 -7.002 7.106
C -1.870 -8.275 7.560
H 0.721 -4.828 8.328
H -0.403 -4.607 6.958
H 0.111 -6.267 7.444
H -4.969 -5.626 6.781
H -4.648 -4.249 5.600
H -5.236 -4.000 7.232
H -1.855 -8.316 8.649
H -0.875 -8.591 7.245
H -2.576 -9.057 7.281
C 5.561 3.129 2.985
O 5.728 4.413 3.632
P 4.822 4.928 4.915
O 4.812 6.412 5.017
O 5.452 4.083 6.178
C 6.770 4.363 6.645
O 3.372 4.275 4.687
C 2.317 4.474 5.625
H 6.508 2.625 2.789
H 5.206 3.327 1.974
H 4.902 2.405 3.464
H 7.195 5.210 6.107
H 7.432 3.539 6.379
H 6.728 4.603 7.707
H 2.600 5.064 6.497
H 1.975 3.514 6.011
H 1.494 4.973 5.114
C 1.248 -1.152 12.801
O 0.757 -1.267 11.494
P 1.315 -0.287 10.299
O 1.364 1.149 10.566
O 0.333 -0.660 9.045
C -0.958 -0.155 8.799
O 2.721 -1.017 9.954
C 3.271 -0.634 8.681
H 1.422 -2.147 13.211
H 0.466 -0.612 13.336
H 2.146 -0.568 13.002
H -0.970 0.219 7.775
H -1.184 0.688 9.451
H -1.678 -0.946 9.011
H 4.229 -0.114 8.686
H 2.584 -0.013 8.106
H 3.372 -1.570 8.130
C -6.676 -1.706 -8.869
O -6.340 -1.252 -7.592
P -4.849 -0.536 -7.309
O -3.671 -1.350 -7.826
O -4.997 0.948 -7.898
C -4.617 1.121 -9.253
O -4.835 -0.192 -5.722
C -4.617 -1.225 -4.762
H -6.894 -2.772 -8.803
H -5.876 -1.554 -9.593
H -7.597 -1.249 -9.233
H -4.228 0.285 -9.834
H -3.906 1.948 -9.271
H -5.509 1.382 -9.822
H -4.618 -2.216 -5.216
H -5.311 -1.154 -3.924
H -3.644 -1.130 -4.281
C 0.217 1.437 -6.597
O 1.456 1.732 -7.275
P 1.511 2.527 -8.704
O 2.857 2.690 -9.275
O 0.575 1.546 -9.630
C 0.939 0.179 -9.716
O 0.667 3.935 -8.469
C 0.525 4.879 -9.522
H -0.007 1.941 -5.658
H 0.273 0.360 -6.435
H -0.673 1.639 -7.192
H 0.623 -0.415 -8.858
H 1.985 -0.009 -9.959
H 0.373 -0.229 -10.554
H 0.921 4.405 -10.420
H 1.101 5.803 -9.478
H -0.523 5.083 -9.740
C 4.501 3.878 -4.060
O 5.309 3.053 -4.906
P 6.216 1.828 -4.285
O 5.666 1.063 -3.114
O 6.669 0.928 -5.559
C 5.681 0.182 -6.256
O 7.609 2.650 -3.960
C 8.363 3.319 -4.966
H 4.833 4.908 -4.195
H 4.466 3.541 -3.024
H 3.497 3.802 -4.478
H 5.843 -0.890 -6.361
H 5.660 0.600 -7.263
H 4.672 0.292 -5.860
H 8.675 4.270 -4.535
H 7.778 3.488 -5.870
H 9.277 2.797 -5.249
C 1.064 -7.500 -2.761
O 0.296 -6.558 -2.203
P -0.706 -5.616 -3.057
O -1.258 -6.253 -4.304
O -1.772 -5.289 -1.857
C -2.641 -6.284 -1.377
O 0.075 -4.215 -3.174
C 1.009 -3.848 -2.169
H 0.720 -8.490 -2.459
H 2.077 -7.422 -2.366
H 1.125 -7.453 -3.848
H -2.731 -7.183 -1.988
H -3.660 -5.899 -1.419
H -2.468 -6.500 -0.323
H 0.980 -2.760 -2.120
H 2.007 -4.070 -2.549
H 0.800 -4.218 -1.165
C -2.475 -1.570 1.853
O -1.461 -0.656 1.391
P -0.555 0.312 2.342
O -1.328 1.436 2.998
O 0.185 -0.779 3.322
C 1.405 -1.324 2.982
O 0.612 0.809 1.324
C 0.329 1.682 0.279
H -3.102 -1.860 1.010
H -3.182 -1.073 2.517
H -1.993 -2.426 2.326
H 1.800 -1.068 1.999
H 1.302 -2.391 3.177
H 2.246 -1.031 3.610
H 0.680 1.253 -0.660
H 0.586 2.720 0.492
H -0.736 1.678 0.048
C -3.256 6.516 -5.829
O -3.059 7.460 -4.770
P -1.602 7.611 -4.068
O -1.067 6.325 -3.596
O -0.688 8.455 -5.126
C 0.539 8.979 -4.668
O -1.942 8.714 -2.930
C -2.500 9.996 -3.349
H -2.844 6.780 -6.803
H -4.313 6.266 -5.922
H -2.848 5.540 -5.568
H 0.679 10.031 -4.919
H 1.247 8.406 -5.266
H 0.764 8.879 -3.606
H -3.520 10.022 -3.732
H -1.966 10.616 -4.070
H -2.542 10.566 -2.421

## Properties
Max |F|   3.85 eV Å⁻¹
E_tot   -7321.67661 a.u.
ΔE to the lowest compared entry with this formula, charge and spin   537.60 kJ/mol
Kohn-Sham gap   10.276 eV
Spin multiplicity   1